Entry from the OMol25 dataset: a 2-piece molecular cluster, C2H5NO3 overall at a distorted geometry (wB97M-V/def2-TZVPD).

Atoms and positions in Å:
H  -0.434  -1.679  -0.269
O  2.276  -0.034  -0.810
O  0.426  1.322  -0.442
C  -0.241  0.307  -0.202
O  2.901  -0.230  0.334
H  2.754  -1.177  0.542
H  -2.203  1.077  -0.627
N  0.233  -0.916  -0.182
C  -1.722  0.540  0.189
H  -1.732  1.175  1.074
H  -2.257  -0.384  0.394

Largest force on an atom, eV/Å: 1.967
Net charge: 0
E_LUMO (spin up / spin down), eV: -2.151 / -2.579
HOMO level (spin up / spin down), Ha: -0.3423 / -0.3441
2S+1: 1

Charges per atom according to Mulliken partitioning, unit e: atom 1 (H): 0.2104, atom 2 (O): -0.1160, atom 3 (O): -0.4663, atom 4 (C): 0.8048, atom 5 (O): -0.1889, atom 6 (H): 0.3666, atom 7 (H): 0.2737, atom 8 (N): -0.5600, atom 9 (C): -0.9084, atom 10 (H): 0.2613, atom 11 (H): 0.3229